The following is a DFT calculation (ωB97M-V/def2-TZVPD) of a structure of composition C18H15Br4MoN2O4PS5 at a distorted geometry.

Results
* net charge: -1
* energy relative to the best compared isomer or geometry (same formula, charge and spin): 0.0 kJ/mol
* ⟨S²⟩: 3.787
* HOMO-LUMO gap (alpha / beta): 7.0 / 5.5 eV
* electronic energy: -375574.1517 eV
* HOMO energy (alpha / beta): -0.1829 / -0.1973 Ha
* maximum force: 2.10 eV/Å
* multiplicity: 4

Positions of all 50 atoms, in Å:
Mo (-0.78189, -0.14295, 0.55882)
Br (-0.81626, 6.45460, -1.70326)
C (-0.75880, 4.97452, -0.55662)
C (-1.27618, 5.09343, 0.77512)
Br (-1.97112, 6.71704, 1.35056)
C (-1.40892, 3.99244, 1.60389)
Br (-2.14486, 4.02708, 3.30849)
C (-1.06445, 2.72222, 1.07302)
O (-1.26729, 1.60204, 1.64544)
C (-0.50635, 2.60718, -0.29221)
O (-0.22583, 1.45331, -0.72662)
C (-0.29590, 3.76976, -1.00403)
Br (0.29638, 3.52099, -2.75588)
C (-5.16281, 2.03972, 2.11837)
C (-5.31623, 0.73773, 1.40346)
O (-4.08003, 0.13330, 1.10648)
P (-3.23122, 0.49016, -0.23678)
S (-1.50880, -2.08292, 0.34853)
S (-3.57150, 2.35796, -0.90950)
O (-4.09058, -0.47837, -1.23969)
C (-3.96431, -0.38641, -2.64725)
C (-2.56540, -0.70532, -3.09049)
H (-6.10799, 2.27365, 2.68255)
H (-5.06792, 2.87271, 1.44335)
H (-4.33388, 2.09816, 2.80081)
H (-5.91518, 0.84094, 0.46723)
H (-5.82351, 0.01875, 1.98926)
H (-4.25656, 0.64358, -2.97777)
H (-4.72854, -1.06055, -3.04873)
H (-1.87073, -0.01751, -2.70557)
H (-2.45128, -0.77327, -4.18216)
H (-2.17492, -1.65527, -2.73089)
S (5.20251, -1.27203, -2.39545)
C (4.22914, -1.14425, -1.02329)
S (2.88739, -0.06006, -0.99328)
C (2.51614, -0.58259, 0.62177)
N (3.25424, -1.54150, 1.05334)
N (4.19630, -1.87676, 0.11760)
C (5.00482, -3.02851, 0.42941)
C (4.99924, -4.06397, -0.49927)
C (5.84658, -5.13221, -0.41052)
C (6.51747, -5.32480, 0.80001)
C (6.42795, -4.34843, 1.79081)
C (5.74036, -3.15436, 1.59788)
S (1.27899, 0.12831, 1.67842)
H (4.42539, -3.91767, -1.42578)
H (5.90541, -5.79621, -1.27553)
H (7.17619, -6.16083, 0.99572)
H (7.06312, -4.45583, 2.70502)
H (5.77159, -2.40702, 2.36518)

Forces on atoms 1 to 6 (eV/Å):
Mo -1.07 0.92 -0.63
Br 0.13 0.10 -0.02
C -0.17 0.24 0.83
C -0.17 -0.52 -0.11
Br -0.08 0.56 0.21
C 0.38 -0.22 -1.01

These are the Mulliken partial charges, in e, on atoms 1 to 6: 0.55 -0.17 0.07 0.47 -0.17 -0.61


The following is a DFT calculation (ωB97M-V/def2-TZVPD) of a structure of composition C18H15BrN6RuS2 at a distorted geometry.

Results
* net charge: +4
* energy relative to the best compared isomer or geometry (same formula, charge and spin): 639.1 kJ/mol
* ⟨S²⟩: 6.115
* HOMO-LUMO gap (alpha / beta): 4.6 / 5.6 eV
* electronic energy: -122096.4633 eV
* HOMO energy (alpha / beta): -0.6995 / -0.7698 Ha
* maximum force: 1.27 eV/Å
* multiplicity: 5

Positions of all 43 atoms, in Å:
Ru (0.00044, 0.39278, 1.19181)
N (3.27320, 0.02736, -1.23305)
C (2.67587, 1.07549, -0.71355)
N (1.42471, 1.22997, -0.42000)
C (1.11220, 2.57099, 0.00368)
C (2.37952, 3.30503, 0.22229)
S (3.69115, 2.54250, -0.32814)
C (-1.09942, 2.59333, -0.01080)
C (-2.35657, 3.29326, 0.25445)
S (-3.71213, 2.42980, -0.25597)
C (-2.67774, 1.05742, -0.64195)
N (-1.39097, 1.23331, -0.39604)
N (-3.21347, -0.04421, -1.11544)
H (2.72479, -0.75179, -1.58024)
H (4.26975, -0.00510, -1.41159)
H (2.46726, 4.32032, 0.59934)
H (-2.46434, 4.30690, 0.60265)
H (-4.21045, -0.12695, -1.27053)
H (-2.63326, -0.79931, -1.45532)
Br (-0.07992, -4.62924, 5.39874)
C (-0.04856, -2.96956, 4.73817)
C (-0.03689, -2.78593, 3.31734)
C (-0.02141, -1.51639, 2.84073)
C (-0.00970, -0.39790, 3.75669)
C (-0.02002, -0.58783, 5.14490)
C (-0.03985, -1.86723, 5.63993)
N (0.00982, 0.82475, 3.08140)
C (0.01785, 2.09831, 3.44871)
C (0.03625, 3.02432, 2.35507)
C (0.01151, 4.38143, 2.33267)
C (0.00528, 5.18462, 1.11206)
C (0.00228, 4.80752, -0.19209)
C (0.00514, 3.40394, -0.78836)
N (0.03429, 2.35248, 1.07192)
H (-0.04704, -3.64697, 2.66256)
H (-0.01815, -1.45328, 1.72272)
H (-0.01415, 0.25504, 5.82536)
H (-0.04994, -2.04442, 6.70841)
H (0.00079, 2.41042, 4.48868)
H (-0.00330, 4.92033, 3.27543)
H (-0.01008, 6.25459, 1.28579)
H (-0.00605, 5.61500, -0.91784)
H (0.02231, 3.36151, -1.87350)

Forces on atoms 1 to 6 (eV/Å):
Ru -0.41 0.55 -1.07
N -0.02 0.03 -0.02
C -0.02 -0.19 -0.19
N 0.30 0.21 -0.07
C -0.46 0.01 0.10
C -0.10 0.28 0.07

These are the Mulliken partial charges, in e, on atoms 1 to 6: 0.24 -0.34 0.41 -0.65 1.44 -0.60


The following is a DFT calculation (ωB97M-V/def2-TZVPD) of a structure of composition C18H15Cl3N3O9PtS2.

Results
* net charge: +1
* HOMO-LUMO gap: 8.5 eV
* electronic energy: -104281.2223 eV
* HOMO energy: -0.4733 Ha
* maximum force: 0.36 eV/Å

Positions of all 51 atoms, in Å:
Pt (0.95541, 0.48968, -0.86974)
O (0.78728, -1.43493, 2.98906)
S (0.13566, -0.55561, 2.09237)
O (0.65367, -0.76582, 0.69729)
O (-1.44428, -1.01538, 1.98284)
O (-0.03983, 0.82844, 2.40700)
O (5.88373, -0.85903, -6.31268)
N (5.68184, -1.21198, -5.17547)
O (6.36831, -1.99105, -4.54989)
C (4.54571, -0.57145, -4.46105)
C (4.04566, 0.53941, -5.03902)
C (2.97669, 1.26706, -4.42982)
C (2.39908, 2.42621, -4.97938)
C (1.36647, 3.03460, -4.31389)
C (0.91562, 2.50232, -3.10135)
N (1.45925, 1.42320, -2.56583)
C (2.47321, 0.79963, -3.22248)
C (2.99294, -0.39012, -2.62921)
N (2.39083, -0.77212, -1.47020)
C (2.78635, -1.87428, -0.85905)
C (3.81291, -2.65761, -1.39231)
C (4.43587, -2.29349, -2.55654)
C (4.03340, -1.11119, -3.22051)
H (4.46815, 0.87938, -5.97416)
H (2.76634, 2.81912, -5.91861)
H (0.88873, 3.91957, -4.70775)
H (0.09974, 2.94257, -2.54663)
H (2.27242, -2.12818, 0.05717)
H (4.10598, -3.55666, -0.87023)
H (5.22676, -2.90009, -2.96304)
Cl (-2.63481, -0.64284, -0.75508)
C (-3.42323, -1.87847, 0.25361)
Cl (-4.30411, -1.13673, 1.59248)
Cl (-4.54123, -2.79587, -0.73604)
C (-2.32686, -2.84464, 0.77749)
O (-2.24568, -3.97529, 0.43792)
O (-1.43996, -2.42670, 1.72972)
O (-0.60806, 1.79033, -0.58235)
S (-0.74441, 2.82258, 0.57488)
C (-1.38865, 4.29199, -0.27931)
C (-2.60477, 4.80239, 0.51744)
C (-2.77788, 3.91032, 1.75606)
C (-2.33666, 2.51240, 1.35144)
H (-1.66077, 3.94786, -1.27736)
H (-0.57948, 5.01500, -0.35597)
H (-3.49170, 4.73790, -0.11124)
H (-2.47876, 5.84613, 0.79547)
H (-3.80722, 3.89980, 2.10945)
H (-2.15950, 4.26940, 2.58158)
H (-2.97266, 2.06826, 0.58266)
H (-2.19315, 1.81671, 2.17195)

Forces on atoms 1 to 6 (eV/Å):
Pt -0.21 -0.19 -0.19
O -0.01 0.00 0.02
S 0.08 0.04 0.04
O -0.09 0.02 -0.06
O -0.01 -0.03 -0.04
O -0.04 0.01 -0.03

These are the Mulliken partial charges, in e, on atoms 1 to 6: 0.73 -0.64 1.29 -0.62 0.00 -0.66


What did the third record say?
The following is a DFT calculation (ωB97M-V/def2-TZVPD) of a structure of composition C18H15Cl3N3O9PtS2.

Results
* net charge: +1
* HOMO-LUMO gap: 8.5 eV
* electronic energy: -104281.2223 eV
* HOMO energy: -0.4733 Ha
* maximum force: 0.36 eV/Å

Positions of all 51 atoms, in Å:
Pt (0.95541, 0.48968, -0.86974)
O (0.78728, -1.43493, 2.98906)
S (0.13566, -0.55561, 2.09237)
O (0.65367, -0.76582, 0.69729)
O (-1.44428, -1.01538, 1.98284)
O (-0.03983, 0.82844, 2.40700)
O (5.88373, -0.85903, -6.31268)
N (5.68184, -1.21198, -5.17547)
O (6.36831, -1.99105, -4.54989)
C (4.54571, -0.57145, -4.46105)
C (4.04566, 0.53941, -5.03902)
C (2.97669, 1.26706, -4.42982)
C (2.39908, 2.42621, -4.97938)
C (1.36647, 3.03460, -4.31389)
C (0.91562, 2.50232, -3.10135)
N (1.45925, 1.42320, -2.56583)
C (2.47321, 0.79963, -3.22248)
C (2.99294, -0.39012, -2.62921)
N (2.39083, -0.77212, -1.47020)
C (2.78635, -1.87428, -0.85905)
C (3.81291, -2.65761, -1.39231)
C (4.43587, -2.29349, -2.55654)
C (4.03340, -1.11119, -3.22051)
H (4.46815, 0.87938, -5.97416)
H (2.76634, 2.81912, -5.91861)
H (0.88873, 3.91957, -4.70775)
H (0.09974, 2.94257, -2.54663)
H (2.27242, -2.12818, 0.05717)
H (4.10598, -3.55666, -0.87023)
H (5.22676, -2.90009, -2.96304)
Cl (-2.63481, -0.64284, -0.75508)
C (-3.42323, -1.87847, 0.25361)
Cl (-4.30411, -1.13673, 1.59248)
Cl (-4.54123, -2.79587, -0.73604)
C (-2.32686, -2.84464, 0.77749)
O (-2.24568, -3.97529, 0.43792)
O (-1.43996, -2.42670, 1.72972)
O (-0.60806, 1.79033, -0.58235)
S (-0.74441, 2.82258, 0.57488)
C (-1.38865, 4.29199, -0.27931)
C (-2.60477, 4.80239, 0.51744)
C (-2.77788, 3.91032, 1.75606)
C (-2.33666, 2.51240, 1.35144)
H (-1.66077, 3.94786, -1.27736)
H (-0.57948, 5.01500, -0.35597)
H (-3.49170, 4.73790, -0.11124)
H (-2.47876, 5.84613, 0.79547)
H (-3.80722, 3.89980, 2.10945)
H (-2.15950, 4.26940, 2.58158)
H (-2.97266, 2.06826, 0.58266)
H (-2.19315, 1.81671, 2.17195)

Forces on atoms 1 to 6 (eV/Å):
Pt -0.21 -0.19 -0.19
O -0.01 0.00 0.02
S 0.08 0.04 0.04
O -0.09 0.02 -0.06
O -0.01 -0.03 -0.04
O -0.04 0.01 -0.03

These are the Mulliken partial charges, in e, on atoms 1 to 6: 0.73 -0.64 1.29 -0.62 0.00 -0.66